No. 1
{"formula": "C2N2O2P", "method": "ωB97M-V with the def2-TZVPD basis set", "homo_lumo_gap_ev": 8.75, "multiplicity": 1, "total_charge": -1, "e_lumo_ev": 3.45, "e_tot_ha": -677.509583, "species": ["C", "O", "C", "N", "N", "P", "O"], "positions_angstrom": [[-0.6766, 0.0190, -1.2857], [2.5464, 0.6634, -0.6196], [-0.0057, -0.9666, 1.0830], [-1.5893, -0.2927, -1.8811], [-0.4240, -1.6432, 1.9154], [0.3686, 0.5662, 0.0235], [-0.2194, 1.6539, 0.7645]]}

No. 2
{"formula": "C2H3ClN2", "method": "ωB97M-V with the def2-TZVPD basis set", "homo_lumo_gap_ev": [6.78, 8.70], "multiplicity": 3, "e_lumo_ev": [0.41, -1.86], "s_squared": 2.008, "e_tot_ha": -647.474436, "species": ["H", "H", "C", "H", "C", "Cl", "N", "N"], "positions_angstrom": [[-1.1317, -0.1720, 1.0859], [-2.1734, -0.4882, -0.4454], [-1.3409, 0.0169, 0.0579], [-1.8253, 1.1062, -0.0364], [-0.0534, -0.0510, -0.5971], [3.2483, 0.6594, 0.1829], [2.2568, -0.7064, -0.0716], [1.0198, -0.3650, -0.1764]]}

ΔE to the lowest compared entry with this formula, charge and spin, respectively: 107.66; 44.64 kcal/mol.